No. 1
{"formula": "C33H30N6O2Ta", "method": "ωB97M-V/def2-TZVPD", "e_homo_ev": -17.18, "total_charge": 3, "largest_force_ev_per_a": 0.40, "gap_ev": 6.208, "species": ["C", "H", "H", "H", "C", "C", "H", "N", "H", "H", "H", "H", "C", "H", "C", "H", "C", "C", "H", "H", "C", "C", "H", "H", "C", "H", "N", "C", "H", "H", "N", "C", "C", "C", "C", "H", "H", "C", "C", "C", "C", "C", "H", "N", "H", "C", "H", "C", "C", "H", "Ta", "O", "H", "H", "O", "N", "C", "C", "C", "C", "H", "N", "C", "H", "H", "C", "C", "C", "C", "C", "H", "H"], "coordinates": [[0.04172, -0.33321, 5.18605], [-1.65774, -0.32730, -3.64987], [-2.21995, 4.87161, 0.22000], [2.71826, 1.01854, -3.26328], [2.26376, 2.06609, -0.09904], [-3.40998, -0.79748, 2.01008], [-0.06127, 6.15658, 0.16911], [0.00718, -2.06990, 0.15747], [4.74722, -3.28745, -1.71923], [-2.60386, 1.03840, -3.07650], [4.33613, -0.93412, 2.31259], [-1.03725, 0.71673, -2.36903], [-3.36971, -1.74895, -2.19856], [0.04601, -0.36359, 6.26789], [-0.01386, -3.02588, 1.09104], [-3.20290, 0.25620, 2.19209], [-1.20275, 2.99335, 0.24348], [-0.00371, -4.38008, 0.74852], [0.04076, -5.77519, -0.86155], [-2.71132, -1.39902, 2.59861], [0.08755, 0.89163, 4.50344], [0.07851, 0.87695, 3.14685], [-4.68295, -2.81466, 0.74039], [0.06181, -1.62489, -1.88708], [0.04166, -2.43474, -1.15762], [2.10477, 4.89318, -0.00123], [-0.04860, -2.67158, 2.42161], [-0.00883, -1.45674, 3.05984], [3.10822, 0.30079, 2.08762], [1.69826, -0.31295, -3.78062], [-0.03758, 2.33936, 0.24432], [-1.25964, 4.37251, 0.22653], [-0.05480, 5.07435, 0.18284], [3.43956, -1.69502, -2.29812], [4.13176, -2.46631, -1.37596], [3.52607, -1.91138, -3.35543], [-0.03260, -2.45461, 4.96035], [-2.60960, -0.39562, -0.37672], [2.66565, -0.61926, -1.88425], [-2.35870, 2.04202, 0.11867], [-4.08099, -2.22600, 0.05995], [4.08195, -2.16499, -0.02163], [0.11574, 1.80320, 2.59001], [-1.83583, 0.72422, 0.07853], [-0.01953, -5.13462, 1.52379], [-4.08168, -2.52714, -1.29649], [2.65251, -1.36724, 2.48541], [2.01228, 0.26332, -2.91037], [1.11416, 3.00487, 0.12870], [-4.40328, -1.00787, 2.40271], [-0.02412, 0.07170, 0.29529], [3.39480, 2.35642, -0.31584], [0.08330, -3.98041, -2.61602], [4.67269, -2.74126, 0.67909], [-3.51113, 2.31392, 0.02766], [1.76804, 0.73642, -0.06311], [-2.63118, -0.65946, -1.76052], [0.05438, -3.73437, -1.56483], [-3.35322, -1.15174, 0.54907], [2.58661, -0.36410, -0.50180], [-4.67080, -3.35972, -1.65826], [0.02394, -0.27784, 2.39319], [-1.94118, 0.23014, -2.75784], [-3.41364, -1.97315, -3.25677], [0.13016, 1.83314, 5.03143], [0.03085, -4.73039, -0.57908], [-0.00392, -1.49421, 4.46238], [3.32016, -1.10221, 0.44343], [3.34339, -0.74784, 1.90641], [1.15500, 4.38485, 0.10320], [-0.07237, -3.45862, 3.05552], [1.14220, 0.80790, -2.53283]]}

=====

No. 2
{"formula": "C33H31BN21ORe", "method": "ωB97M-V/def2-TZVPD", "e_homo_ev": -8.41, "de_lowest_kj_mol": 68.5, "total_charge": 0, "largest_force_ev_per_a": 2.64, "gap_ev": 7.311, "species": ["Re", "N", "H", "C", "H", "N", "H", "C", "H", "C", "C", "N", "C", "H", "C", "C", "H", "H", "C", "N", "H", "N", "H", "H", "H", "H", "H", "N", "C", "B", "C", "C", "N", "N", "O", "H", "H", "C", "C", "H", "N", "H", "N", "H", "C", "C", "H", "H", "H", "N", "C", "H", "N", "N", "N", "C", "H", "C", "H", "C", "H", "C", "N", "C", "N", "N", "C", "H", "N", "C", "C", "N", "C", "C", "H", "C", "N", "H", "C", "C", "C", "H", "H", "C", "C", "C", "N", "H"], "coordinates": [[0.06995, 0.37131, -0.19750], [0.85815, 4.47704, -0.10495], [-4.46693, 4.07260, -1.91826], [-3.44867, -4.07154, -2.09444], [-5.55088, -2.13806, -3.90651], [-0.51788, -2.53625, 0.65746], [-4.72596, 3.06896, 2.23824], [1.36019, 0.78915, -4.40167], [-5.03749, -1.17844, -0.60344], [-0.52739, -4.70968, 4.20152], [-3.86378, -3.09118, -2.98785], [-1.81565, -0.87300, -5.13308], [1.29454, 0.86650, -3.01936], [4.12608, 2.47074, -0.29460], [-3.05906, 2.62722, -1.21777], [-5.21925, -2.89403, -3.21218], [1.01083, 1.89649, 2.48098], [-1.94326, -2.38741, -3.17001], [0.18523, 0.56875, 4.07906], [2.11267, -0.09150, -0.04097], [0.81741, -4.66583, -1.40892], [-1.34651, -3.24365, 2.88841], [0.78963, -2.07231, -2.20866], [-2.22946, -6.15862, 4.02790], [-3.68821, -1.77512, 3.43072], [-2.39052, -4.21021, -1.90312], [-1.87457, -0.61866, -6.10671], [0.21778, 0.44432, -2.35916], [-1.76598, -5.22381, 3.76480], [-1.31718, -2.08253, 1.90797], [-2.59608, 1.91378, -0.11254], [0.49229, 1.00718, 2.79918], [0.09098, 3.45290, -0.03437], [3.81433, -1.28602, 0.48550], [-3.93833, -1.56796, -5.46533], [0.35990, 0.13719, -6.17848], [-5.94654, -1.23561, 1.98246], [-0.49019, -0.62140, 3.88407], [-5.74510, -4.66434, -1.63505], [-3.15945, -4.21358, 2.34419], [-0.57966, -0.86838, 2.57089], [-7.70949, -5.00412, -0.82248], [-2.77240, -1.78174, 1.51234], [-5.52299, 4.37535, 0.29777], [-2.96919, -1.58575, -4.74095], [-4.70894, 3.67288, 0.17808], [0.18297, -5.15167, 4.88216], [-1.66478, -0.37720, -2.42410], [-0.89234, -1.31489, 4.60034], [0.02947, 0.14148, 1.89705], [0.38734, -2.49692, -1.30390], [-7.19649, -3.51607, -2.70989], [3.23631, 2.00090, -0.34188], [-0.18323, -1.72351, -0.37128], [4.28761, -0.03590, 0.27075], [-0.17260, -3.79318, 0.36571], [-6.40902, -5.80243, 0.06868], [-2.25110, -4.25791, 2.92240], [-0.35745, -4.59544, 1.06024], [-0.80164, -0.25756, -4.40964], [-2.83652, 1.48041, 1.96859], [-6.75703, -5.52321, -0.92602], [2.55486, -1.34374, 0.32481], [3.22409, 0.66688, -0.03563], [-3.17609, -1.58721, 0.23655], [-2.85673, -2.29069, -3.58400], [-4.38104, -4.84414, -1.42741], [-2.56361, 2.49715, -2.17125], [0.86508, 2.33637, -0.10827], [-0.81996, -0.08572, -3.03126], [-4.94047, -1.37770, 1.62748], [-0.27555, -3.53048, 3.66680], [-3.81799, -1.65116, 2.36751], [-4.47524, -1.35644, 0.30045], [2.10536, 1.27989, -2.43702], [2.11312, 2.79415, -0.22127], [2.14744, 4.10980, -0.22292], [-4.04114, -5.59935, -0.72739], [0.40548, -3.81868, -0.89085], [-4.11275, 3.50752, -1.06660], [-4.25524, 2.94600, 1.27176], [0.42345, 1.04184, 5.01427], [-6.94162, -6.44477, -1.48255], [-3.20141, 2.06328, 1.13322], [-6.13980, -3.68120, -2.53439], [0.31668, 0.22594, -5.09982], [-1.52608, 1.06410, -0.24547], [2.23589, 1.15882, -4.91504]]}

=====

No. 3
{"formula": "C33H31BN21ORe", "method": "ωB97M-V/def2-TZVPD", "e_homo_ev": [-7.47, -8.24], "de_lowest_kj_mol": 21.5, "multiplicity": 3, "total_charge": 0, "largest_force_ev_per_a": 0.84, "gap_ev": [6.621, 6.608], "species": ["C", "H", "N", "H", "H", "C", "C", "H", "N", "N", "C", "H", "H", "H", "N", "H", "C", "N", "N", "C", "H", "C", "C", "C", "H", "H", "C", "N", "C", "C", "C", "H", "N", "N", "H", "C", "N", "H", "C", "C", "C", "C", "H", "N", "H", "C", "H", "N", "N", "C", "H", "C", "Re", "C", "N", "H", "C", "H", "H", "H", "N", "N", "N", "C", "O", "C", "H", "C", "C", "C", "H", "N", "H", "H", "N", "C", "C", "C", "H", "H", "H", "H", "C", "C", "H", "N", "N", "B"], "coordinates": [[-0.35698, -3.17133, 2.04783], [2.32104, 2.32065, -1.55447], [-0.65627, -1.36636, 0.78182], [7.42610, 0.04311, -4.35498], [-1.97986, -2.54779, 3.45437], [3.26013, 0.18955, 1.36719], [6.57380, -2.17221, -5.69864], [3.89679, 2.74092, -3.41762], [-2.23090, -0.15047, 4.41175], [-0.96356, 2.86838, -1.97389], [4.30875, 0.07041, 2.26497], [7.02437, -1.35485, -6.26118], [-5.48896, -0.01612, 1.41557], [-2.46385, -0.25176, 6.47184], [1.05857, 0.05431, -1.10654], [-5.14768, -0.50842, 5.90545], [6.56055, -0.21151, -2.42312], [-0.95395, 1.52277, -2.21787], [-1.12628, 2.57456, -4.12589], [-4.32560, -0.39477, 5.21977], [0.62418, -0.00622, 3.26862], [5.22646, -2.18699, -2.14528], [-1.37828, -2.40200, 2.57338], [2.66046, -0.08575, 3.99766], [0.83904, -2.70282, 0.20766], [-0.33032, 4.08039, 2.72150], [3.71548, 0.76188, -4.23312], [5.65020, 0.11010, 1.87162], [5.47591, -2.54742, -3.45800], [-1.54419, 2.23438, 2.76996], [6.19234, 0.04320, 0.58930], [-6.03201, 0.07708, -1.23070], [-1.10813, -2.59146, -2.12671], [-1.55176, -1.32207, 1.80097], [6.31787, 0.46701, 2.53704], [-2.95292, -0.26449, 5.50897], [-1.64714, 1.21280, 1.91441], [0.49169, 2.98656, 0.34372], [-4.38509, -0.34960, 3.85429], [3.11986, -0.48525, -4.08739], [1.96980, 0.28346, -2.12521], [6.80615, -0.59513, -3.73542], [-5.24420, -0.43584, 3.21887], [-2.86116, -0.00729, -0.43896], [1.78855, -1.70830, -2.91175], [-5.06737, 0.03967, -0.75609], [3.45041, 0.34148, 0.30849], [-1.09805, 0.20262, -4.20733], [-0.81802, 1.44325, 0.86105], [-0.63576, 3.15196, 2.27249], [4.69811, -1.24180, 0.12470], [-1.10614, -1.03094, -3.60637], [-0.68720, 0.08428, -0.73302], [2.56229, 1.53793, -2.26337], [-1.18179, -3.11566, -3.29315], [4.59297, -2.81314, -1.52506], [1.68085, 0.01688, 3.01361], [-2.11254, 2.23936, 3.68440], [-1.11207, 0.23012, -5.21275], [5.66590, -2.48009, -6.21931], [-1.06511, 3.46453, -3.10531], [5.43700, -0.69224, -0.28185], [-1.06680, -1.23371, -2.29282], [0.06854, -2.47479, 0.92519], [7.26444, 0.55154, 0.34086], [-0.20398, 2.60854, 1.07269], [5.03813, -3.45929, -3.84936], [5.76724, -1.01786, -1.62000], [6.27822, -1.76040, -4.27891], [-4.79780, -0.01691, 0.59585], [4.38762, 0.95206, -5.05952], [-3.46939, -0.05191, 0.77944], [6.98516, 0.69874, -2.02756], [3.32984, -1.27561, -4.79743], [-1.18695, -2.16588, -4.26334], [3.43715, 1.76606, -3.31380], [-3.81845, 0.04482, -1.36160], [3.99026, -0.06236, 3.61506], [7.26788, -3.01496, -5.72774], [0.02359, -4.10250, 2.42932], [-3.56260, 0.08708, -2.40820], [4.78328, -0.15033, 4.34926], [-1.04942, 1.40356, -3.53667], [2.25776, -0.73744, -3.03214], [2.38460, -0.19045, 5.03862], [1.98583, 0.15472, 1.72839], [-3.12063, -0.20133, 3.37691], [-2.49569, -0.09686, 1.99697]]}